1.
A cluster of 11 separate species, C31H91Cl3O40P10 in total, computed with wB97M-V/def2-TZVPD.

Results
Charge: 0
SMILES: COP(=O)(OC)OC.COP(=O)(OC)OC.COP(=O)(OC)OC.COP(=O)(OC)OC.COP(=O)(OC)OC.COP(=O)(OC)OC.COP(=O)(OC)OC.COP(=O)(OC)OC.COP(=O)(OC)OC.COP(=O)(OC)OC.ClC(Cl)Cl
Energy above the lowest of the compared OMol25 structures with the same formula, charge and spin: 0.457 eV
DFT total energy: -9040.28724 Eh

```
175
C31H91Cl3O40P10, DFT wB97M-V/def2-TZVPD
C -1.774 2.067 3.254
O -2.461 3.063 2.515
P -3.512 2.701 1.346
O -4.271 1.403 1.509
O -4.420 4.033 1.271
C -5.467 4.233 2.199
O -2.572 2.826 0.021
C -1.720 3.980 -0.008
H -1.712 2.351 4.304
H -0.727 1.959 2.970
H -2.238 1.086 3.358
H -6.420 4.153 1.677
H -5.413 5.246 2.599
H -5.475 3.527 3.030
H -2.013 4.559 -0.884
H -0.663 3.715 -0.001
H -1.910 4.778 0.710
C -5.376 -2.899 1.775
O -4.263 -3.293 1.023
P -3.431 -4.669 1.370
O -4.230 -5.904 1.472
O -2.636 -4.312 2.726
C -1.909 -3.109 2.912
O -2.285 -4.665 0.205
C -1.876 -5.890 -0.382
H -5.264 -1.993 2.369
H -5.715 -3.668 2.470
H -6.254 -2.696 1.162
H -1.744 -2.851 3.958
H -2.460 -2.274 2.479
H -0.990 -3.121 2.326
H -1.044 -6.275 0.207
H -1.619 -5.642 -1.412
H -2.652 -6.652 -0.459
C -1.810 6.542 5.223
O -0.742 6.886 4.344
P 0.538 5.911 4.279
O 0.224 4.489 4.504
O 1.531 6.462 5.457
C 2.173 7.738 5.183
O 1.258 6.285 2.877
C 1.122 5.414 1.758
H -2.173 7.311 5.906
H -1.611 5.717 5.906
H -2.725 6.187 4.748
H 1.524 8.398 4.607
H 3.134 7.551 4.703
H 2.283 8.143 6.189
H 2.072 5.029 1.388
H 0.647 5.947 0.935
H 0.601 4.500 2.044
C -5.495 -0.468 -0.871
O -5.782 -1.821 -1.194
P -5.593 -2.183 -2.756
O -4.320 -1.726 -3.440
O -5.913 -3.802 -2.723
C -4.912 -4.629 -2.096
O -6.842 -1.438 -3.381
C -8.179 -1.559 -2.900
H -6.451 0.021 -0.689
H -5.122 0.162 -1.678
H -4.904 -0.488 0.045
H -3.954 -4.133 -1.945
H -4.723 -5.510 -2.710
H -5.222 -4.988 -1.115
H -8.728 -2.190 -3.598
H -8.778 -0.654 -2.805
H -8.165 -2.016 -1.910
C 3.394 -7.425 -2.317
O 3.634 -7.151 -3.701
P 3.343 -5.683 -4.301
O 1.979 -5.133 -4.214
O 4.531 -4.758 -3.584
C 4.114 -3.667 -2.795
O 3.902 -5.884 -5.845
C 5.192 -6.359 -6.015
H 4.355 -7.338 -1.812
H 2.955 -8.400 -2.103
H 2.775 -6.664 -1.843
H 4.432 -4.025 -1.815
H 3.044 -3.481 -2.880
H 4.633 -2.755 -3.090
H 5.815 -6.282 -5.124
H 5.636 -5.684 -6.747
H 5.201 -7.378 -6.402
C -4.343 -4.783 -5.729
O -3.197 -4.095 -6.232
P -1.661 -4.336 -5.723
O -0.582 -3.676 -6.495
O -1.761 -3.965 -4.167
C -0.642 -3.407 -3.391
O -1.625 -5.978 -5.694
C -1.824 -6.734 -6.855
H -4.099 -5.515 -4.960
H -4.970 -5.261 -6.483
H -4.976 -4.077 -5.191
H 0.271 -3.085 -3.892
H -0.297 -4.018 -2.557
H -1.024 -2.467 -2.992
H -2.620 -7.478 -6.875
H -0.963 -7.326 -7.165
H -2.096 -6.178 -7.752
C 2.218 -0.888 -1.723
O 1.682 -1.224 -0.442
P 0.346 -0.383 0.090
O -0.156 -0.792 1.435
O 0.800 1.187 -0.163
C 1.672 1.820 0.763
O -0.705 -0.487 -1.128
C -2.104 -0.221 -0.832
H 3.293 -0.722 -1.651
H 1.905 0.064 -2.153
H 1.996 -1.646 -2.474
H 2.376 1.094 1.169
H 1.171 2.324 1.590
H 2.266 2.539 0.198
H -2.333 -0.155 0.231
H -2.752 -0.920 -1.362
H -2.294 0.787 -1.201
C 4.742 -0.308 1.843
O 4.416 0.972 2.360
P 5.382 2.275 2.139
O 6.107 2.397 0.830
O 4.376 3.544 2.380
C 3.613 3.646 3.611
O 6.256 2.324 3.494
C 6.966 3.525 3.776
H 3.972 -0.550 1.110
H 4.603 -0.971 2.697
H 5.742 -0.306 1.409
H 3.940 4.552 4.121
H 3.713 2.841 4.338
H 2.539 3.724 3.444
H 6.606 3.814 4.764
H 6.905 4.433 3.176
H 8.023 3.274 3.866
C 1.912 3.305 6.807
O 2.898 2.227 6.606
P 2.372 0.659 6.427
O 3.368 -0.359 5.993
O 1.659 0.371 7.825
C 2.397 0.207 9.078
O 1.067 0.778 5.504
C 0.768 -0.192 4.567
H 0.916 3.035 6.455
H 2.291 4.228 6.369
H 1.783 3.587 7.852
H 2.563 1.186 9.529
H 3.346 -0.255 8.805
H 1.800 -0.428 9.732
H -0.279 -0.490 4.632
H 1.271 -1.153 4.673
H 0.862 0.235 3.568
C 3.859 4.963 -1.983
O 2.700 4.149 -2.106
P 1.270 4.774 -2.496
O 0.746 5.773 -1.568
O 0.316 3.452 -2.732
C -0.984 3.585 -3.354
O 1.536 5.310 -4.031
C 1.980 4.423 -5.001
H 4.345 4.838 -1.015
H 3.533 6.003 -2.024
H 4.607 4.700 -2.730
H -1.152 2.782 -4.073
H -1.109 4.533 -3.876
H -1.776 3.463 -2.615
H 1.350 3.609 -5.361
H 2.948 3.990 -4.747
H 2.119 4.972 -5.933
Cl 2.778 -0.923 -5.040
C 2.781 -2.107 -6.408
Cl 4.396 -2.933 -6.483
Cl 2.475 -1.376 -7.959
H 2.042 -2.884 -6.209
```

---

2.
A cluster of 15 separate species, C31H92O15 in total, computed with wB97M-V/def2-TZVPD.

Results
Charge: 0
Energy above the lowest of the compared OMol25 structures with the same formula, charge and spin: 4.280 eV
DFT total energy: -2364.62979 Eh

```
138
C31H92O15, DFT wB97M-V/def2-TZVPD
C -0.850 0.083 -0.170
C 0.422 0.871 -0.092
C 1.187 0.697 -1.341
O 0.123 2.231 0.051
H -1.268 0.008 0.833
H -0.636 -0.950 -0.447
H -1.619 0.556 -0.781
H 1.031 0.520 0.741
H 2.192 1.117 -1.310
H 0.665 1.069 -2.223
H 1.299 -0.350 -1.621
H 0.947 2.720 0.118
C -5.654 5.545 0.170
C -4.940 6.361 -0.917
C -4.503 7.743 -0.412
O -3.836 5.621 -1.456
H -5.657 4.503 -0.152
H -6.702 5.812 0.303
H -5.202 5.659 1.155
H -5.520 6.483 -1.832
H -3.842 7.660 0.450
H -5.370 8.326 -0.100
H -3.978 8.339 -1.159
H -3.432 5.128 -0.738
C -6.880 0.798 8.005
C -6.926 1.486 6.621
C -6.297 0.711 5.482
O -8.256 1.693 6.197
H -7.146 1.482 8.811
H -5.851 0.480 8.173
H -7.605 -0.014 8.061
H -6.512 2.480 6.787
H -5.263 0.450 5.708
H -6.337 1.285 4.557
H -6.779 -0.266 5.451
H -8.790 2.039 6.915
C -6.382 -8.567 3.093
C -5.196 -7.574 3.058
C -5.370 -6.458 1.979
O -5.227 -7.008 4.331
H -6.448 -9.280 3.914
H -6.441 -9.090 2.138
H -7.297 -7.989 3.221
H -4.267 -8.128 2.921
H -6.378 -6.049 1.913
H -5.154 -6.905 1.008
H -4.743 -5.566 1.973
H -4.758 -6.171 4.301
C 8.076 0.318 -0.059
C 9.450 -0.085 0.398
O 9.847 -1.234 -0.293
H 7.787 1.296 0.327
H 7.416 -0.474 0.297
H 8.060 0.388 -1.146
H 9.534 -0.201 1.478
H 10.143 0.713 0.129
H 10.686 -1.495 0.092
C 5.854 3.490 5.140
C 6.895 2.761 5.893
O 6.345 2.505 7.181
H 6.283 3.932 4.242
H 5.440 4.359 5.652
H 5.031 2.826 4.877
H 7.810 3.346 5.988
H 7.209 1.870 5.350
H 6.797 1.731 7.525
C 7.544 3.993 -5.968
C 6.139 3.597 -6.271
O 6.133 2.662 -7.305
H 8.221 3.141 -5.913
H 7.725 4.440 -4.990
H 7.923 4.712 -6.694
H 5.480 4.459 -6.380
H 5.727 3.057 -5.419
H 5.219 2.484 -7.538
C -8.485 -2.496 -2.935
C -7.953 -1.106 -3.219
O -7.491 -1.007 -4.552
H -7.761 -3.310 -2.973
H -9.301 -2.741 -3.615
H -8.914 -2.548 -1.934
H -7.196 -0.793 -2.499
H -8.790 -0.411 -3.161
H -7.051 -0.164 -4.686
C 1.645 -2.727 6.319
C 0.181 -2.245 6.085
O -0.797 -3.251 6.376
H 1.663 -3.208 7.297
H 2.359 -1.912 6.440
H 1.944 -3.489 5.598
H 0.036 -1.818 5.092
H 0.074 -1.436 6.808
H -0.830 -3.348 7.331
C 4.894 -3.010 -5.771
C 6.261 -2.794 -5.164
O 6.248 -3.433 -3.920
H 4.027 -2.654 -5.214
H 4.865 -4.084 -5.950
H 4.738 -2.491 -6.717
H 6.400 -1.718 -5.056
H 7.032 -3.138 -5.853
H 7.080 -3.227 -3.487
C 1.376 -6.303 1.233
C 2.412 -5.463 0.485
O 2.635 -5.856 -0.843
H 1.679 -7.348 1.298
H 0.453 -6.315 0.652
H 1.186 -5.930 2.239
H 3.358 -5.578 1.015
H 2.045 -4.450 0.651
H 3.400 -5.403 -1.205
C -1.159 0.195 -9.944
C -0.162 0.629 -8.839
O 1.026 1.030 -9.464
H -2.123 -0.165 -9.585
H -0.613 -0.610 -10.434
H -1.409 0.957 -10.683
H 0.080 -0.263 -8.261
H -0.561 1.460 -8.258
H 0.834 1.717 -10.107
C -1.950 -3.910 -4.715
O -1.185 -5.136 -4.613
H -1.365 -3.064 -4.354
H -2.202 -3.708 -5.756
H -2.907 -3.935 -4.194
H -0.518 -5.028 -3.931
C 3.383 6.891 -1.486
O 3.891 6.017 -0.499
H 3.296 7.905 -1.095
H 4.096 7.006 -2.303
H 2.471 6.431 -1.865
H 4.737 6.351 -0.192
C -0.789 4.711 5.352
O -0.851 5.251 6.626
H 0.216 4.699 4.931
H -1.194 3.700 5.412
H -1.395 5.314 4.676
H -0.393 4.577 7.134
```